Record 1
Formula: C8H13N2O2
Source: OMol25
Level of theory: ωB97M-V/def2-TZVPD

Computed properties:
- 2S+1 = 1
- charge = -1
- energy (eV) = -15577.5468
- HOMO (eV) = -3.85

Last column: Mulliken charge in e.
Geometry (Å):
C 2.294058 -1.574436 0.378792  -0.11
C 2.649167 -0.043120 0.171865  0.14
C 0.154270 -0.245730 -1.631765  0.08
C -1.253409 -0.531013 -1.032895  -1.32
C 0.512429 1.012389 -0.884198  -1.12
C -1.315394 0.495882 0.183620  2.04
C -1.190053 -0.258013 1.523839  -1.55
C -2.543136 1.284042 0.259074  -1.86
N 3.482006 0.717479 0.471809  0.46
N -0.227621 1.370307 0.067171  -0.71
O 1.895434 -2.271613 -0.642509  -0.82
O 4.186531 1.737382 0.542709  -0.75
H 3.283380 -1.841678 0.652792  0.35
H 1.485026 -1.484359 1.161901  -0.05
H 0.917795 -0.950907 -1.193042  -0.08
H -0.068932 -0.103992 -2.668148  0.40
H -2.078180 -0.328123 -1.869164  0.28
H -1.444164 -1.427559 -0.678949  0.51
H 1.318721 1.584195 -1.072878  0.85
H -0.400143 -1.010281 1.479191  0.31
H -2.154578 -0.794255 1.581280  0.41
H -0.741930 0.293042 2.416405  0.33
H -2.566107 1.911969 1.117150  0.41
H -3.444514 0.625821 0.307561  0.37
H -2.750658 1.832566 -0.641616  0.43

Forces on atoms 1 to 2 (eV/Å):
C -1.6535 0.1043 -0.4173
C 1.0502 -0.1552 0.7117

Record 2
Formula: C26H24NO2
Source: OMol25
Level of theory: ωB97M-V/def2-TZVPD

Computed properties:
- 2S+1 = 1
- charge = +1
- SMILES string = COc1cc[n+]([C@H](c2ccc(C)cc2)c2ccc(Oc3ccccc3)cc2)cc1
- energy (eV) = -32928.4312
- HOMO (eV) = -10.92

Last column: Mulliken charge in e.
Geometry (Å):
C -4.237945 -5.953101 -0.179111  -0.78
O -3.162515 -5.413957 0.588242  -0.38
C -2.492094 -4.276995 0.298840  0.94
C -1.492656 -3.915228 1.186175  -0.80
C -0.621086 -2.875803 0.978667  -0.12
N -0.751995 -2.051307 -0.154405  0.21
C 0.311591 -1.001343 -0.535875  0.09
C 1.813013 -1.192995 -0.224552  -0.06
C 2.229723 -2.473256 -0.487272  -0.62
C 3.526894 -2.854777 -0.268759  -1.02
C 4.468147 -1.884161 0.031157  1.17
C 5.894442 -2.330171 0.041660  -1.39
C 4.145134 -0.538125 0.176969  -1.35
C 2.793506 -0.186724 0.030250  -0.27
C -0.168519 0.360386 -0.055663  0.30
C 0.416104 1.094472 0.980176  -0.50
C -0.180737 2.268943 1.441088  -0.66
C -1.433018 2.598852 0.933245  -0.19
O -1.925207 3.867676 1.242977  -0.44
C -1.341156 4.988701 0.585656  0.64
C -2.295815 5.666633 -0.150978  -0.29
C -1.895378 6.787565 -0.891359  -0.49
C -0.573566 7.251889 -0.743977  -0.48
C 0.358978 6.566783 0.040252  -0.55
C -0.002374 5.373815 0.697152  -0.36
C -2.065327 1.806168 -0.060217  -1.06
C -1.349383 0.810625 -0.681360  -0.30
C -1.772419 -2.382505 -0.995986  -0.09
C -2.642265 -3.430667 -0.819314  -0.66
H -4.531923 -6.802546 0.403195  0.25
H -5.065834 -5.244949 -0.261826  0.35
H -3.924544 -6.255957 -1.177623  0.35
H -1.361178 -4.543236 2.074744  0.42
H 0.209148 -2.652709 1.623902  0.52
H 0.172011 -1.161290 -1.629392  0.58
H 1.485625 -3.164005 -0.873943  0.46
H 3.812979 -3.895387 -0.390783  0.35
H 6.490108 -1.636071 0.645476  0.39
H 5.917641 -3.344087 0.471039  0.38
H 6.305618 -2.371965 -0.985713  0.26
H 4.920321 0.205194 0.324821  0.39
H 2.585429 0.891668 0.109817  0.78
H 1.321592 0.811360 1.514868  0.87
H 0.312562 2.957176 2.126359  0.71
H -3.303921 5.287055 -0.158668  0.45
H -2.627942 7.261960 -1.532008  0.37
H -0.302754 8.198770 -1.265655  0.33
H 1.374405 6.963931 0.138084  0.36
H 0.733110 4.820661 1.260481  0.29
H -3.083896 2.069870 -0.411702  0.39
H -1.717479 0.278065 -1.560213  0.45
H -1.839050 -1.745473 -1.886998  0.42
H -3.436107 -3.609426 -1.561940  0.42

Forces on atoms 1 to 2 (eV/Å):
C -0.1075 0.6484 -0.4477
O 1.1645 1.5518 0.0757

Record 3
Formula: C4H8N2O
Source: OMol25
Level of theory: ωB97M-V/def2-TZVPD

Computed properties:
- 2S+1 = 1
- charge = 0
- SMILES string = CN(C=O)N1CC1
- energy (eV) = -9302.4185
- HOMO (eV) = -8.86

Last column: Mulliken charge in e.
Geometry (Å):
C -0.782152 1.595404 0.069195  -0.83
N -0.570322 0.187926 -0.190242  0.00
C -1.737302 -0.661595 -0.038104  0.17
O -1.681697 -1.844447 0.161754  -0.46
N 0.549695 -0.316447 0.617935  -0.26
C 1.821049 -0.068962 -0.065189  -0.34
C 1.119731 -1.424322 -0.179424  -0.49
H -0.104862 2.327238 -0.351635  0.26
H -1.813769 1.943632 -0.235472  0.30
H -0.831864 1.769019 1.182017  0.36
H -2.670611 -0.012541 -0.238023  0.19
H 2.708134 -0.245484 0.727040  0.20
H 1.891507 0.636514 -0.862820  0.34
H 0.686745 -1.678958 -1.096415  0.30
H 1.415717 -2.206971 0.499386  0.26

Forces on atoms 1 to 2 (eV/Å):
C -2.2745 0.9423 1.7896
N -0.6460 -0.4734 0.8219